No. 1
This record from OMol25 describes an isolated ion of composition C15H33N4O3P2 and charge +1 in a non-equilibrium geometry. The level of theory is wB97M-V/def2-TZVPD.

Geometry as XYZ:
```
57
Properties=species:S:1:pos:R:3
C 0.48429 -0.94902 3.47980
C -0.41933 -0.32514 2.70254
C -0.57892 -0.54802 1.21080
N -1.89060 -0.05151 0.73370
C -1.91080 0.70674 -0.40287
N -1.46074 1.95253 -0.48308
C -0.87922 2.64450 0.69699
C 0.60626 2.41024 1.00229
C 1.51486 2.11885 -0.20260
C 2.61966 1.08840 0.10819
C 2.88680 0.17166 -1.08984
C 3.89964 -0.93883 -0.77424
C 3.18628 -2.20046 -0.27611
C 4.18961 -3.26788 0.15736
P -1.53553 2.94013 -1.93620
P -0.53719 1.87108 -3.58077
O -1.36657 1.92159 -4.78243
O 0.86738 2.60033 -3.71578
O -0.18309 0.38855 -3.11203
N -2.54574 0.03002 -1.39535
C -3.69501 -0.56776 -0.65854
C -2.94230 -1.07168 0.57624
C -3.83597 -1.36216 1.78404
N -4.01614 -2.80764 1.90795
H 0.17170 -1.40344 4.41446
H 1.53942 -0.99064 3.21825
H -1.09945 0.40874 3.13421
H 0.21689 -0.10502 0.60170
H -0.58335 -1.62327 1.04726
H -1.09765 3.70324 0.58637
H -1.46551 2.30859 1.55578
H 0.73993 1.64541 1.76490
H 0.95224 3.33662 1.46499
H 0.95198 1.73370 -1.05899
H 2.00078 3.03955 -0.53180
H 3.55113 1.61086 0.33467
H 2.34578 0.47896 0.97505
H 1.92508 -0.27583 -1.37296
H 3.19146 0.78522 -1.94174
H 4.57171 -0.56860 0.00386
H 4.45466 -1.17089 -1.68387
H 2.56153 -2.57345 -1.09115
H 2.55882 -1.91207 0.57485
H 3.68938 -4.16497 0.51919
H 4.82292 -3.53256 -0.69044
H 4.83215 -2.86688 0.94219
H -2.88487 2.78232 -2.30834
H 0.95305 3.40671 -3.19489
H -0.21737 -0.19111 -3.88946
H -2.76581 0.55137 -2.23609
H -4.35646 0.26795 -0.41208
H -4.22051 -1.34627 -1.20042
H -2.52834 -2.04273 0.27931
H -3.38530 -0.99028 2.70311
H -4.79922 -0.84979 1.65836
H -4.55375 -3.17762 1.13240
H -4.53068 -3.02831 2.75127
```

The LUMO energy is -2.98 eV. The energy relative to the best compared isomer or geometry (same formula, charge and spin) comes out at 0.000 eV. The SMILES is C=CCN1C(N(CCCCCCCC)PP(=O)(O)O)=[NH+]C[C@@H]1CN. The HOMO energy comes out at -11.7976 eV. The total energy comes out at -46765.044 eV. The calculation puts the orbital gap at 8.819 eV. Its net charge is +1.


No. 2
This record from OMol25 describes a 4-piece molecular cluster, C15H33NO6P overall in a non-equilibrium geometry. The level of theory is wB97M-V/def2-TZVPD.

Geometry as XYZ:
```
56
Properties=species:S:1:pos:R:3
N -4.05856 0.67186 -1.00085
C -2.63402 0.58645 -0.70791
C -1.80503 1.13270 -1.85224
C -0.58150 0.28073 -2.17168
C 0.39230 0.16263 -1.01832
C 1.75006 -0.42402 -1.40788
C 2.46951 -0.99485 -0.17140
P 4.09296 -0.42873 -0.07435
O 5.08599 -1.05155 -0.95591
O 4.27321 1.20586 -0.27022
O 4.56519 -0.62646 1.48948
H -4.29791 1.53349 -1.46744
H -4.63504 0.52240 -0.18858
H -2.37946 -0.45660 -0.55560
H -2.34998 1.11138 0.20422
H -2.40488 1.21205 -2.75497
H -1.45431 2.13473 -1.61735
H -0.91779 -0.70132 -2.48894
H -0.05104 0.75506 -2.99023
H 0.59293 1.12355 -0.54363
H 0.00597 -0.49362 -0.24454
H 1.56877 -1.23973 -2.10295
H 2.31732 0.33313 -1.95135
H 1.96687 -0.59136 0.71839
H 3.90906 1.64167 0.51835
H 3.76577 -0.86481 1.98917
C -6.91775 2.73800 3.17936
C -6.52383 2.37767 1.76618
O -5.55849 1.69234 1.53506
C -7.39329 2.91574 0.65404
H -6.21332 2.29036 3.87583
H -6.90579 3.82165 3.30689
H -7.92002 2.36410 3.39499
H -7.40001 4.00662 0.67896
H -8.41505 2.54956 0.76692
H -7.00073 2.58433 -0.30423
C 3.57464 -1.29695 6.73081
C 3.40239 -0.69318 5.35379
O 2.31797 -0.64091 4.82551
C 4.64346 -0.16464 4.68075
H 2.61023 -1.63759 7.10083
H 4.25850 -2.14575 6.68297
H 3.97820 -0.55138 7.41811
H 5.37006 -0.96762 4.54942
H 5.08399 0.62816 5.28954
H 4.39146 0.23841 3.70647
C 1.16771 -3.29518 -5.94437
C 1.80366 -2.19682 -5.11882
O 1.14846 -1.30038 -4.65000
C 3.29485 -2.27630 -4.89892
H 0.09716 -3.11759 -6.01957
H 1.59960 -3.30757 -6.94687
H 1.33625 -4.26352 -5.47050
H 3.81694 -2.24541 -5.85825
H 3.54869 -3.20285 -4.38192
H 3.61764 -1.43797 -4.28630
```

The LUMO energy is 2.16 eV. The HOMO energy comes out at -2.4925 eV. The total energy comes out at -39156.157 eV. The calculation puts the orbital gap at 4.652 eV. Its net charge is -1.


No. 3
This record from OMol25 describes C15H34AgCl3O10P2 as an isolated structure in a non-equilibrium geometry. The level of theory is wB97M-V/def2-TZVPD.

Geometry as XYZ:
```
65
Properties=species:S:1:pos:R:3
Ag 11.83941 -9.71226 -5.24923
C 8.19572 -4.13858 -4.62570
C 8.70167 -5.52594 -4.56958
O 8.47462 -6.32011 -5.56311
O 9.36170 -5.94376 -3.61313
H 7.27328 -3.96977 -5.18132
H 8.95918 -3.43918 -4.96641
H 8.14326 -3.83202 -3.58101
C 5.02547 -17.02860 -3.03071
C 6.07647 -16.68215 -1.96129
O 6.97531 -15.68700 -2.26249
P 6.65048 -14.07101 -2.28141
O 7.82777 -13.13371 -2.55382
O 5.79408 -13.80102 -0.86705
C 6.36170 -13.20871 0.22742
C 5.32535 -12.19781 0.88299
O 5.52472 -13.94235 -3.43741
C 4.81240 -12.69812 -3.59314
C 3.38403 -12.90409 -2.93559
H 4.47352 -17.95779 -2.88913
H 4.20151 -16.36023 -3.28064
H 5.54435 -17.25058 -3.96324
H 5.78580 -16.40603 -0.94769
H 6.64307 -17.61321 -1.97518
H 6.50064 -13.95379 1.01080
H 7.36503 -12.79120 0.14315
H 5.13015 -11.51324 0.05754
H 4.44237 -12.70244 1.27513
H 5.77124 -11.57782 1.66074
H 5.41608 -11.92530 -3.11729
H 4.81732 -12.41795 -4.64651
H 2.96642 -13.86586 -3.23343
H 3.29062 -12.90590 -1.84960
H 2.67265 -12.18578 -3.34312
C 16.91720 -14.27749 -0.29632
C 16.44692 -13.07187 -1.01355
O 16.75764 -12.01528 -0.21387
P 16.90463 -10.55589 -0.86506
O 15.93002 -10.25098 -1.93405
O 16.77468 -9.56187 0.41105
C 16.23779 -8.20595 0.18888
C 17.28455 -7.23818 -0.44011
O 18.47872 -10.36115 -1.25974
C 19.14950 -11.04435 -2.31268
C 19.96832 -10.05504 -3.12433
H 16.64064 -15.25606 -0.68875
H 17.93203 -14.10591 0.06256
H 16.35549 -14.35536 0.63455
H 17.00819 -13.00456 -1.94551
H 15.36697 -13.03334 -1.15617
H 15.39951 -8.31774 -0.49880
H 15.84698 -7.71374 1.07943
H 18.06421 -6.97239 0.27373
H 17.79148 -7.72322 -1.27430
H 16.88517 -6.31783 -0.86622
H 19.79450 -11.84822 -1.95789
H 18.49157 -11.60081 -2.98021
H 19.35224 -9.17323 -3.30023
H 20.91613 -9.78358 -2.65950
H 20.21628 -10.53094 -4.07309
C 4.58566 -5.10732 -10.87782
Cl 3.89342 -3.94130 -9.69030
Cl 5.76041 -4.22905 -11.89400
Cl 3.34311 -5.76317 -11.96636
H 5.10348 -5.88783 -10.32035
```

The LUMO energy (spin up / spin down) is -6.97 / -6.97 eV. Its multiplicity is 2. The HOMO energy (spin up / spin down) comes out at -12.2830 / -12.2830 eV. The total energy comes out at -96718.490 eV. The calculation puts the orbital gap (spin up / spin down) at 5.313 / 5.315 eV. Its net charge is +1.


No. 4
This record from OMol25 describes C15H34Cl2N4OV as an isolated structure in a non-equilibrium geometry. The level of theory is wB97M-V/def2-TZVPD.

Geometry as XYZ:
```
57
Properties=species:S:1:pos:R:3
V 0.03881 0.03963 -0.60890
C 0.40051 -2.28726 -3.25346
C -0.80530 -1.35298 -3.16354
N -1.28785 -1.01255 -1.81467
C -1.84183 -2.12103 -1.02186
C -0.77497 -2.66185 -0.07877
N -0.12199 -1.54995 0.62461
C 1.08574 -2.03727 1.28982
C 1.82414 -1.03101 2.18842
C 1.67611 0.47452 1.91327
N 1.53139 0.91880 0.51995
C 2.76339 0.95701 -0.27996
C 2.89077 -0.32590 -1.09418
N 1.63593 -0.58544 -1.82297
C 1.66236 -1.91460 -2.44674
H 0.66108 -2.31916 -4.31145
H 0.09663 -3.29951 -2.98922
H -1.61172 -1.82728 -3.73831
H -0.56543 -0.40516 -3.65680
H -2.07354 -0.38923 -1.98803
H -2.21866 -2.93158 -1.65533
H -2.68054 -1.73439 -0.42894
H -0.00959 -3.18251 -0.65807
H -1.21958 -3.38083 0.61945
H -0.76622 -1.20152 1.34126
H 1.75822 -2.38007 0.50062
H 0.83781 -2.91535 1.90218
H 2.88020 -1.30406 2.17008
H 1.49029 -1.17600 3.21782
H 2.54082 0.96903 2.37347
H 0.78518 0.83507 2.42876
H 1.20576 1.87976 0.60516
H 3.65011 1.08084 0.35322
H 2.71922 1.81709 -0.95902
H 3.08287 -1.16171 -0.41929
H 3.74391 -0.24547 -1.77704
H 1.59233 0.08519 -2.59173
H 1.82970 -2.65216 -1.65977
H 2.53018 -1.97860 -3.11558
Cl -0.09208 2.07439 -1.93243
C -1.78414 2.55118 -2.10060
Cl -2.75836 1.54407 -1.03089
H -2.08829 2.38789 -3.13643
H -1.88932 3.59908 -1.81164
C -1.30382 3.24320 3.01256
C -2.30937 2.17514 3.44719
C -2.01372 1.01061 2.48775
O -1.18954 1.51826 1.42255
C -1.20905 2.94621 1.52176
H -0.33561 3.09683 3.49419
H -1.64052 4.25678 3.20594
H -3.32882 2.53861 3.31174
H -2.19233 1.87539 4.48465
H -2.93590 0.59465 2.06874
H -1.45548 0.21224 2.98726
H -2.09844 3.34136 1.01244
H -0.31140 3.34159 1.04073
```

The LUMO energy (spin up / spin down) is -5.12 / -5.32 eV. Its multiplicity is 4. The HOMO energy (spin up / spin down) comes out at -14.2257 / -16.0635 eV. The total energy comes out at -74834.453 eV. The calculation puts the orbital gap (spin up / spin down) at 9.101 / 10.748 eV. Its net charge is +2.